{
  "formula": "C5H10N2O",
  "method": "wB97M-V/def2-TZVPD",
  "gap_ev": 7.37,
  "de_lowest_kcal_mol": 86.72,
  "charge": 0,
  "symbols": ["C", "C", "C", "N", "C", "C", "N", "O", "H", "H", "H", "H", "H", "H", "H", "H", "H", "H"],
  "xyz": [[0.1805, -1.1829, -0.1834], [-0.7843, -0.3777, 0.5460], [-1.9742, 0.0984, -0.2620], [1.1603, -1.8024, 0.4772], [0.3380, 0.8237, 0.9321], [1.2472, 0.9292, -0.6473], [1.0333, 1.6719, -1.6394], [1.1436, 0.5239, 1.8446], [0.0826, -1.3738, -1.2448], [-1.0768, -0.8078, 1.5058], [1.9495, -2.1510, -0.0481], [1.3690, -1.3959, 1.3972], [0.0723, 2.0170, -1.6889], [-0.1598, 1.8060, 0.8892], [2.2633, 0.5523, -0.4703], [-2.6580, -0.7239, -0.4825], [-2.5276, 0.8610, 0.2870], [-1.6592, 0.5322, -1.2124]],
  "atomic_forces_ev_per_a": [[0.177, -0.958, 1.230], [0.455, 0.638, 0.327], [0.074, -0.064, -0.042], [-0.734, 0.865, -0.836], [0.093, -0.619, -2.658], [-0.511, 0.772, 1.694], [0.037, -0.201, -0.533], [0.412, -0.445, 0.686], [0.178, 0.156, -0.087], [0.144, -0.010, -0.025], [-0.081, -0.077, -0.024], [-0.089, 0.204, 0.149], [0.036, 0.040, 0.228], [-0.300, -0.221, 0.029], [0.101, -0.102, -0.122], [-0.029, 0.040, -0.009], [0.028, -0.028, 0.003], [0.011, 0.011, -0.011]]
}



{
  "formula": "C5H10N2O",
  "method": "wB97M-V/def2-TZVPD",
  "gap_ev": 8.25,
  "de_lowest_kcal_mol": 77.98,
  "charge": 0,
  "symbols": ["H", "N", "C", "C", "C", "O", "C", "C", "N", "H", "H", "H", "H", "H", "H", "H", "H", "H"],
  "xyz": [[-0.9807, 1.6312, -1.7847], [-0.2522, 1.3202, -1.1433], [-0.3098, -0.0158, -0.9606], [-0.3268, -0.9795, -2.1240], [-1.0465, -0.3178, 0.3406], [-2.1611, -0.7603, 0.5024], [0.1175, -0.1854, 1.3372], [0.3427, 1.1527, 2.0096], [1.1574, -0.5011, 0.2972], [0.6627, -1.0024, -2.5865], [-0.6265, -1.9999, -1.8666], [-1.0294, -0.6139, -2.8759], [0.0531, -0.9844, 2.0807], [0.6590, 1.9174, 1.2979], [-0.5807, 1.4836, 2.4905], [1.1417, 1.0913, 2.7548], [1.7640, 0.2492, -0.0272], [1.4157, -1.4852, 0.2579]],
  "atomic_forces_ev_per_a": [[0.875, -0.096, -0.645], [-0.277, -1.498, 1.184], [-1.958, 1.478, -0.994], [-0.138, -0.215, -0.043], [0.030, -0.999, 0.365], [0.914, 0.728, -0.250], [0.393, 0.046, -0.514], [0.261, 0.264, 0.139], [-0.531, 0.232, 0.381], [-0.083, 0.053, 0.058], [0.087, 0.110, 0.150], [0.049, 0.073, 0.026], [0.063, 0.019, -0.129], [-0.335, -0.146, -0.157], [0.132, -0.011, -0.002], [-0.196, -0.172, 0.088], [0.231, -0.574, 0.494], [0.483, 0.706, -0.151]]
}



{
  "formula": "C5H10N2O",
  "method": "wB97M-V/def2-TZVPD",
  "gap_ev": 10.01,
  "de_lowest_kcal_mol": 60.24,
  "charge": 0,
  "symbols": ["H", "N", "C", "C", "C", "O", "C", "C", "N", "H", "H", "H", "H", "H", "H", "H", "H", "H"],
  "xyz": [[-1.8242, -0.3269, 2.8217], [-0.9366, -0.2970, 2.3151], [-1.1504, -0.0689, 1.0455], [0.0885, -0.5613, 0.0509], [-0.4815, -1.6075, -0.8894], [1.2351, -0.9496, 0.7522], [0.2963, 0.7992, -0.5709], [1.5903, 1.5555, -0.5421], [-0.8631, 1.4005, -0.6527], [-0.8275, 2.3561, -1.0175], [-2.1954, 0.0724, 0.7272], [0.2899, -1.9827, -1.5719], [-0.8532, -2.4645, -0.3166], [-1.3152, -1.2224, -1.4846], [1.1910, -1.9191, 0.9111], [1.4482, 2.5978, -0.8372], [2.3056, 1.0738, -1.2123], [2.0022, 1.5446, 0.4712]],
  "atomic_forces_ev_per_a": [[0.117, 0.733, -0.018], [-0.195, 0.150, -2.275], [0.862, -3.872, 3.246], [-1.828, 1.542, 0.915], [0.174, -0.391, -0.141], [-0.350, -1.061, -0.262], [-2.237, 2.521, 1.039], [0.267, -0.477, -0.619], [1.683, -0.075, -1.767], [0.443, -0.160, 0.171], [0.826, -0.008, -0.568], [-0.049, 0.133, 0.046], [0.043, 0.102, 0.032], [0.201, 0.107, 0.211], [-0.026, 1.044, 0.030], [-0.088, -0.205, -0.074], [0.230, 0.132, 0.139], [-0.071, -0.214, -0.105]]
}



{
  "formula": "C5H10N2O",
  "method": "wB97M-V/def2-TZVPD",
  "gap_ev": 9.68,
  "de_lowest_kcal_mol": 208.15,
  "charge": 0,
  "symbols": ["C", "C", "C", "C", "C", "H", "H", "H", "H", "H", "H", "H", "H", "H", "H", "N", "N", "O"],
  "xyz": [[0.2306, 1.8613, -0.6132], [1.1897, 1.1222, 0.4685], [-0.4115, -1.7934, 0.5632], [-1.5908, -1.2170, -0.2621], [-0.3719, 0.4809, -0.6462], [-0.1973, 2.7395, -0.4206], [0.7085, 1.7130, -1.6088], [1.9760, 1.7623, 0.3923], [0.4925, 1.2833, 1.3732], [2.2955, -0.1653, 1.1599], [-0.7996, -2.5256, 1.3404], [-1.9230, -1.9550, -1.2268], [-2.5011, -1.3757, 0.2362], [0.2703, -0.2742, -1.3132], [-0.1555, 0.0043, 0.3159], [1.5930, -0.2484, 0.4405], [0.8697, -1.4461, 0.7796], [-1.6751, 0.0340, -0.9788]],
  "atomic_forces_ev_per_a": [[3.120, -7.923, -2.763], [-4.207, 3.277, 1.311], [1.801, 1.831, 0.822], [-1.824, -2.846, -4.634], [-1.024, -2.692, -1.642], [-1.766, 3.117, 1.251], [0.188, 1.874, 0.512], [3.251, 1.029, 0.963], [1.553, 0.266, -0.541], [0.516, -1.243, -0.077], [0.896, 0.178, -1.601], [1.652, 0.914, 2.476], [-1.084, 0.207, 1.548], [-0.549, 2.210, 0.842], [-2.293, 1.548, -0.873], [1.557, -1.963, -0.310], [-2.188, 0.125, 0.829], [0.400, 0.093, 1.887]]
}



{
  "formula": "C5H10N2O",
  "method": "wB97M-V/def2-TZVPD",
  "gap_ev": 10.19,
  "de_lowest_kcal_mol": 44.91,
  "charge": 0,
  "symbols": ["C", "N", "C", "C", "C", "N", "C", "O", "H", "H", "H", "H", "H", "H", "H", "H", "H", "H"],
  "xyz": [[2.4427, 0.0223, 0.6589], [2.0448, -0.4714, -0.4291], [1.1022, 0.3063, -1.2323], [-0.3385, -0.1644, -1.0451], [-1.0440, 0.3559, 0.2108], [-2.4877, 0.1804, -0.0540], [-0.6516, -0.4513, 1.4512], [-1.0793, -1.5412, 1.7022], [2.0823, 0.9629, 1.0888], [3.1869, -0.5274, 1.2095], [1.1811, 1.3832, -1.0620], [1.4126, 0.1369, -2.2608], [-0.8924, 0.0317, -1.9607], [-0.3667, -1.2538, -0.9258], [-0.9438, 1.4193, 0.4156], [-2.6777, -0.6134, -0.6453], [-3.0588, 0.1650, 0.7763], [0.0881, 0.0591, 2.1019]],
  "atomic_forces_ev_per_a": [[-0.057, -0.106, -0.188], [-0.131, 0.372, 0.023], [0.077, -0.386, -0.060], [0.698, -0.375, 0.293], [-2.033, -0.579, -0.252], [0.300, 0.555, -0.332], [0.642, 0.492, -0.348], [-0.084, -0.051, 0.109], [0.097, 0.172, -0.187], [0.148, -0.170, 0.400], [-0.005, 0.115, 0.236], [-0.145, -0.004, -0.159], [-0.307, 0.461, 0.197], [0.243, -0.014, -0.209], [0.672, 0.161, -0.065], [-0.051, -0.221, 0.260], [0.010, -0.220, 0.051], [-0.076, -0.201, 0.232]]
}



{
  "formula": "C5H10N2O",
  "method": "wB97M-V/def2-TZVPD",
  "gap_ev": 9.12,
  "de_lowest_kcal_mol": 127.12,
  "charge": 0,
  "symbols": ["C", "C", "C", "C", "C", "N", "N", "O", "H", "H", "H", "H", "H", "H", "H", "H", "H", "H"],
  "xyz": [[1.6199, 0.2564, 0.3753], [0.6893, 0.7567, -0.5887], [3.1309, 0.2580, 0.2275], [-2.0644, -1.8355, 0.1329], [-2.1015, -0.4429, -0.2721], [-2.7212, 1.8494, 0.0189], [-2.5965, 0.6373, -0.1753], [0.7962, -0.6232, -0.3723], [1.4222, 0.3689, 1.4808], [1.0801, 1.1478, -1.5073], [3.4047, 1.2359, 0.3891], [3.5263, 0.0702, -0.7268], [3.8058, -0.3017, 0.9011], [-1.9933, -1.8662, 1.2148], [-1.2068, -2.4746, -0.4048], [-3.0421, -2.4046, 0.0914], [-0.3000, 1.1643, -0.2208], [-3.4498, 2.2037, -0.5636]],
  "atomic_forces_ev_per_a": [[1.535, -0.620, 2.641], [-1.921, 1.510, 0.425], [-0.215, -1.175, 0.263], [0.395, -2.515, -0.491], [-1.462, 1.528, -0.307], [0.168, 1.303, 0.701], [1.568, -3.359, -0.216], [0.447, -1.044, 0.106], [-0.543, -0.292, -1.221], [-0.035, 0.052, -0.580], [0.684, 2.593, 0.576], [-0.006, -0.556, -1.698], [-1.123, -0.266, 0.134], [0.937, 0.049, 0.327], [-1.982, 1.598, 1.391], [0.787, 0.864, -0.886], [1.467, -0.060, -0.647], [-0.701, 0.387, -0.519]]
}